A molecular structure, CHLiO3Sr at a distorted geometry, computed with ωB97M-V with the def2-TZVPD basis set.

Summary:
**Total charge**: +1
**Orbital gap (alpha / beta)**: 2.490 / 8.789 eV
**E_HOMO (alpha / beta)**: -6.93 / -13.15 eV
**Expectation value of S²**: 0.75
**Multiplicity**: 2

Each line ends with the Mulliken spin population.
Cartesian coordinates (Å):
O (2.3766, -2.2633, -2.4081)  0.0281
C (1.6261, -1.4474, -1.8764)  0.3480
H (1.8530, -0.8459, -1.0611)  0.0565
O (0.4136, -1.1757, -3.5444)  0.0232
O (0.6184, -0.8900, -2.3925)  -0.0023
Sr (1.6937, -2.7986, -4.4820)  0.5069
Li (-1.2212, -0.5598, -3.9475)  0.0395

A gas-phase ion, C22H25N2O4 (charge -1) at a distorted geometry, computed with ωB97M-V with the def2-TZVPD basis set.

Summary:
**Total charge**: -1
**Orbital gap**: 7.810 eV
**E_HOMO**: -4.82 eV
**SMILES**: CC(C)(C)O/C([O-])=N/[C@@H](c1ccccc1)N1C(=O)OC[C@H]1Cc1ccccc1

Each line ends with the Löwdin charge.
Cartesian coordinates (Å):
C (3.8982, 0.3302, 3.0783)  -0.0376
C (3.1690, -0.5053, 2.0116)  -0.5594
C (3.1191, 0.1742, 0.6482)  -0.0511
C (3.9489, -1.8488, 1.8492)  -0.0474
O (1.7983, -0.8173, 2.4683)  -0.0247
C (0.8130, 0.1904, 2.5296)  -0.5247
O (1.1133, 1.3197, 2.1113)  -0.0123
N (-0.3404, -0.2727, 3.0543)  0.0357
C (-1.3880, 0.6541, 3.1981)  -0.2258
C (-2.7712, 0.0443, 2.8065)  -0.1512
C (-3.8535, 0.9326, 2.6168)  -0.0224
C (-5.1388, 0.4106, 2.3351)  -0.0874
C (-5.2809, -0.9709, 2.0947)  -0.1307
C (-4.1866, -1.8281, 2.1804)  -0.0973
C (-2.9088, -1.3164, 2.5525)  -0.0346
N (-1.6755, 1.2864, 4.6065)  0.0675
C (-1.9104, 2.6826, 4.6999)  -0.4883
O (-2.1046, 3.4519, 3.7450)  0.0438
O (-1.8406, 3.0653, 5.9921)  0.0247
C (-1.5203, 1.8900, 6.8246)  -0.0684
C (-1.1493, 0.7747, 5.8483)  -0.2784
C (-1.5998, -0.6000, 6.2879)  -0.0774
C (-0.5169, -1.6802, 6.2388)  -0.2166
C (0.0737, -1.9828, 5.0256)  -0.0390
C (1.1054, -2.9490, 4.8653)  -0.0687
C (1.5164, -3.6693, 5.9750)  -0.1277
C (0.9351, -3.4046, 7.2361)  -0.1101
C (-0.0854, -2.4210, 7.3574)  -0.0594
H (3.8907, -0.1641, 4.0507)  0.0814
H (4.9596, 0.5076, 2.8082)  0.0825
H (3.4043, 1.3057, 3.1302)  0.0784
H (2.6296, -0.4729, -0.0658)  0.0792
H (2.5235, 1.0923, 0.7619)  0.0699
H (4.1142, 0.4561, 0.2744)  0.0841
H (3.5526, -2.4247, 1.0023)  0.0741
H (5.0279, -1.6488, 1.6514)  0.0834
H (3.9003, -2.4801, 2.7623)  0.0769
H (-1.3438, 1.6142, 2.6039)  0.1471
H (-3.6800, 2.0001, 2.7257)  0.0962
H (-5.9843, 1.0700, 2.3561)  0.0812
H (-6.1966, -1.3355, 1.6201)  0.0877
H (-4.2371, -2.9052, 2.0278)  0.0884
H (-2.0144, -1.9455, 2.6563)  0.1062
H (-2.4496, 1.6722, 7.3680)  0.1211
H (-0.7025, 2.1293, 7.5486)  0.1369
H (-0.0509, 0.7880, 5.6995)  0.1628
H (-2.4382, -0.9172, 5.6525)  0.1326
H (-1.9285, -0.5101, 7.3021)  0.0923
H (-0.2727, -1.4449, 4.1408)  0.0332
H (1.5110, -3.0678, 3.8495)  0.0958
H (2.2856, -4.4663, 5.8564)  0.0965
H (1.2530, -3.9559, 8.1383)  0.0876
H (-0.5791, -2.2054, 8.3096)  0.0932

> total charge of number 1 (CHLiO3Sr)?

+1

> Which value of total charge does entry 1 give?

+1

> Among the records above, which one has the lowest total charge?

C22H25N2O4